DFT (ωB97M-V with the def2-TZVPD basis set) results for a structure of composition C11H21EuNO4S at a distorted geometry.

XYZ file:
```
39
Properties=species:S:1:pos:R:3:forces:R:3
C 1.31523 1.84023 2.62832 -0.5 -0.5 0.1
C 0.73710 0.41561 2.59338 0.5 0.3 -0.7
C 1.47564 -0.45744 1.59542 0.2 0.4 0.4
O 1.06340 -0.19465 0.23285 0.4 -0.6 0.1
C 0.19240 -1.09253 -0.36338 -2.5 -0.2 -1.0
C -0.91001 -1.74914 0.48094 1.3 -0.8 0.3
S -0.52470 -3.44450 1.11642 -1.4 -0.2 1.9
O -0.96406 -3.46325 2.47427 0.5 0.5 0.1
O -1.09949 -4.37326 0.21734 0.3 -0.2 -1.4
C 0.79828 -2.07148 -1.41198 0.0 0.7 0.7
N -0.17295 -2.19310 -2.50116 1.0 1.8 -0.5
C -0.98255 -0.99804 -2.57884 -1.1 -0.9 0.0
O -1.76177 -0.68477 -3.43000 1.0 -0.2 0.9
C -0.58981 -0.17327 -1.35315 0.9 1.9 0.2
C -1.58287 0.86061 -0.82220 -0.3 -0.4 -0.3
C -1.45718 2.26442 -1.40388 0.0 -0.3 0.2
C -0.16201 2.99337 -1.04053 0.3 -0.1 -0.5
H 2.36168 1.84676 2.34529 0.4 0.1 0.2
H 0.73839 2.47313 1.95376 -0.1 0.3 -0.3
H 1.15821 2.25117 3.61415 0.3 0.4 0.2
H 0.81743 -0.06886 3.55554 -0.1 0.0 0.4
H -0.29729 0.52492 2.30498 -0.5 -0.4 0.3
H 1.46127 -1.50791 1.85652 -0.3 -0.3 -0.2
H 2.51288 -0.15802 1.64620 0.4 -0.2 -0.2
H -1.25395 -1.17195 1.32529 0.2 0.2 0.3
H -1.76558 -1.91163 -0.15916 -0.3 -0.4 -0.1
H 0.83520 -3.60783 1.16304 -0.1 0.4 -0.4
H 1.04892 -3.06908 -1.06342 0.1 -0.2 0.1
H 1.68804 -1.55074 -1.75537 0.5 -0.3 -0.3
H 0.40087 -2.13271 -3.35070 -0.5 -1.2 -0.6
H 0.23116 0.42551 -1.76865 0.2 -0.1 -0.4
H -1.52355 0.93807 0.25463 0.1 -0.3 0.4
H -2.57567 0.50120 -1.05829 -0.4 0.1 0.2
H -1.57539 2.21654 -2.47793 0.0 0.3 -0.3
H -2.26528 2.85781 -1.00419 -0.4 0.1 0.0
H 0.56345 2.87748 -1.88548 -0.6 -0.4 -0.1
H -0.33995 4.08259 -0.92595 -0.3 -0.2 0.0
H 0.30993 2.59443 -0.11842 -0.3 -0.1 -0.1
Eu 2.09459 4.11032 -0.88567 1.3 0.9 0.6
```
Positions in Å, forces in eV/Å.

For the HOMO energy (alpha / beta), the calculation gives -18.70 / -18.66 eV. As for the expectation value of S²: 12.02. As for the multiplicity: 7. The charge is +3.



DFT (ωB97M-V with the def2-TZVPD basis set) results for a cluster of 2 separate species, C5H14N3 in total at a distorted geometry.

XYZ file:
```
22
Properties=species:S:1:pos:R:3:forces:R:3
C 1.03143 1.72373 0.12522 -0.3 -5.1 2.2
C -1.57461 0.06140 -0.49644 -0.3 -2.0 1.9
C 0.28957 -1.49296 -0.95394 1.2 -1.2 1.8
C -1.07359 -1.80678 1.05318 -2.4 -0.5 1.0
C -0.46487 -0.82099 0.15294 0.2 1.7 -2.1
N 2.25554 1.53251 -0.24102 2.2 -2.6 -0.1
N 0.29044 2.77096 0.24727 1.2 1.6 -1.4
N 0.39274 -0.02435 0.99494 -0.1 3.8 -0.3
H -2.07063 0.64297 0.28378 -0.2 -0.1 0.0
H -1.28518 0.70490 -1.27058 0.8 0.7 -1.2
H -2.25098 -0.71685 -0.86671 -0.3 0.7 -0.2
H -0.34690 -1.81773 -1.69373 -1.5 -1.0 -1.7
H 0.93763 -2.36074 -0.64635 -0.5 0.9 -0.1
H 0.84871 -0.72586 -1.35821 1.7 1.3 -1.3
H -2.02228 -1.26523 1.41967 1.4 -1.6 0.2
H -1.28886 -2.71821 0.47232 -0.5 0.5 0.1
H -0.41295 -2.20480 1.81807 0.0 0.5 0.5
H 2.91033 2.24045 -0.53135 0.0 0.5 -0.1
H 2.73685 0.53502 -0.13952 -1.8 3.0 -0.4
H 0.47606 3.72038 -0.16744 0.0 -1.4 0.6
H -0.58883 2.62427 0.64734 -1.6 -0.1 0.7
H 1.21039 -0.60209 1.15054 1.0 0.5 -0.1
```
Positions in Å, forces in eV/Å.

For the HOMO energy, the calculation gives -13.74 eV. The charge is +1. The calculation puts the energy above the lowest of the compared OMol25 structures with the same formula, charge and spin at 4.141 eV.



DFT (ωB97M-V with the def2-TZVPD basis set) results for a cluster of 2 separate species, C6H11ClN2OS in total at a distorted geometry.

XYZ file:
```
22
Properties=species:S:1:pos:R:3:forces:R:3
H -0.20938 -1.03308 -1.30977 0.0 0.2 0.1
N -0.42441 -0.66734 -0.38534 0.3 1.6 0.1
C 0.11883 0.46706 -0.22977 -0.1 -0.1 0.0
N -0.05703 1.13766 0.97723 0.0 0.0 0.1
C 0.44465 2.35517 1.32683 -0.1 0.0 0.1
S 0.16451 3.05044 2.79644 0.1 -0.1 -0.2
O 1.16586 2.87379 0.33695 0.0 -0.1 0.0
C 1.76980 4.15462 0.53366 0.0 0.2 0.0
H 0.73255 1.00857 -0.94862 0.0 -0.1 0.0
H -0.62039 0.66662 1.67240 0.1 0.1 0.0
H 2.46157 4.12003 1.37490 0.0 0.0 0.0
H 2.29670 4.36327 -0.39773 -0.1 0.0 0.1
H 1.00250 4.90924 0.72538 0.1 -0.1 0.0
Cl -0.08002 -2.71158 -2.67566 0.1 -0.3 -0.4
C -1.30882 -3.31848 -1.56800 -0.3 -0.1 0.2
C -1.11387 -3.15116 -0.09724 0.2 -0.6 0.1
C -1.00812 -4.51558 -0.72793 -0.1 -0.3 0.1
H -2.30258 -3.20259 -1.98406 0.2 0.0 0.0
H -1.98782 -2.91172 0.50190 0.2 0.0 -0.1
H -0.19177 -2.68012 0.23138 -0.4 -0.4 -0.1
H -0.01662 -4.94907 -0.81656 -0.1 0.1 0.0
H -1.80811 -5.23371 -0.57012 0.1 0.1 -0.1
```
Positions in Å, forces in eV/Å.

For the HOMO energy, the calculation gives -8.92 eV. The SMILES is [H]/N=C/NC(=S)OC.ClC1CC1. The calculation puts the energy above the lowest of the compared OMol25 structures with the same formula, charge and spin at 0.000 eV.



DFT (ωB97M-V with the def2-TZVPD basis set) results for an isolated molecule of C3H7NO2 at a distorted geometry.

XYZ file:
```
13
Properties=species:S:1:pos:R:3:forces:R:3
C -1.96318 -0.50173 -0.34244 -1.1 -1.9 0.6
C -1.01242 0.13240 0.61699 0.8 4.0 1.5
C 0.33852 0.66612 0.16030 0.2 2.7 -1.7
O 0.41452 1.79524 -0.39614 0.4 -3.9 1.9
N 1.55365 -0.19767 0.35292 -3.2 -0.1 -2.9
O 0.92554 -1.43188 -0.35210 1.5 -2.4 5.2
H -2.06416 0.03015 -1.31990 0.1 -0.4 0.9
H -1.44273 -1.54913 -0.48299 -2.0 1.7 -0.2
H -3.03690 -0.49720 0.25467 2.7 -0.5 -1.9
H -1.37831 1.17131 0.95433 -0.2 -1.5 -0.3
H -0.86437 -0.40986 1.53902 -0.1 -0.6 0.1
H 1.96572 0.06906 -0.53402 1.5 0.6 0.3
H 1.04723 -2.11829 0.49532 -0.6 2.3 -3.6
```
Positions in Å, forces in eV/Å.

For the HOMO energy, the calculation gives -10.18 eV. The SMILES is CCC(=O)NO. The calculation puts the energy above the lowest of the compared OMol25 structures with the same formula, charge and spin at 4.351 eV.



DFT (ωB97M-V with the def2-TZVPD basis set) results for a structure of composition C23H27Cl3F3N7O5S2V at a distorted geometry.

XYZ file:
```
71
Properties=species:S:1:pos:R:3:forces:R:3
V -1.11858 -0.35813 0.38683 1.1 -1.2 0.2
C 0.32986 4.56970 -0.57238 0.1 -0.1 0.0
N 0.50375 3.52445 0.43022 -0.2 0.0 0.0
C 1.88437 3.32863 0.82727 -0.1 0.0 0.0
C -0.31279 2.39392 0.34585 0.5 0.1 -0.1
N 0.05249 1.16917 0.24257 1.0 1.8 -0.1
N -1.66242 2.74190 0.49852 -0.2 -0.3 0.2
C -2.74779 1.91916 0.35303 0.0 0.6 -0.5
N -3.93478 2.47961 0.75157 0.1 -0.1 0.1
N -2.64957 0.77790 -0.23719 -0.7 0.2 -0.6
H 0.49155 5.55028 -0.12067 0.0 0.0 0.0
H -0.67392 4.53471 -0.98944 0.0 0.0 0.0
H 1.04412 4.44346 -1.39548 0.0 0.0 0.0
H 2.26276 4.27359 1.22140 0.0 0.0 0.0
H 2.51919 3.00123 -0.00100 0.0 0.0 0.0
H 1.92512 2.57916 1.61659 0.0 0.0 0.0
H 1.06390 1.03793 0.06067 -0.3 0.1 0.0
H -1.81709 3.63892 0.92482 0.0 0.0 0.1
H -3.87420 3.19087 1.46148 0.0 0.0 0.0
H -4.67254 1.81768 0.93089 0.0 0.0 0.0
H -3.52095 0.26332 -0.29482 -0.1 0.2 0.1
Cl 7.94033 -0.94004 -5.79222 0.0 0.0 -0.1
C 7.70584 -0.79336 -4.08613 0.0 0.0 0.2
C 7.11616 0.34686 -3.56981 0.0 0.1 -0.1
C 6.93168 0.44003 -2.20200 0.1 -0.1 0.0
C 7.31719 -0.57674 -1.33440 0.0 0.0 0.2
C 6.99072 -0.42556 0.14186 -0.2 -0.1 -0.1
C 5.78525 -1.30450 0.53590 0.3 0.2 0.0
N 4.58136 -0.82312 -0.10495 0.0 0.0 0.0
C 4.07642 -1.19928 -1.32566 -0.1 0.0 -0.1
C 3.01197 -0.38135 -1.55859 0.0 0.1 0.0
N 2.86049 0.49698 -0.51545 0.1 0.0 0.0
C 3.81570 0.20477 0.33281 -0.1 0.0 -0.1
O 8.06730 -0.72713 0.99485 0.0 -0.2 0.1
C 8.93676 0.37226 1.24783 0.0 0.1 0.0
C 8.38126 1.30881 2.28339 0.1 -0.2 0.0
C 8.60367 1.17219 3.62240 -0.2 0.3 0.1
Cl 9.59388 0.00358 4.38601 0.0 0.0 0.0
S 7.76145 2.34858 4.56234 0.1 -0.2 -0.2
C 7.10068 3.05071 3.14474 0.0 0.0 0.1
C 7.51098 2.40829 2.02169 0.0 0.1 0.0
C 7.90641 -1.71731 -1.88746 -0.1 0.3 -0.1
Cl 8.38109 -3.06307 -0.90980 0.0 -0.1 0.1
C 8.10642 -1.82570 -3.25586 0.0 -0.1 0.0
H 6.79972 1.14327 -4.22859 0.0 0.0 0.0
H 6.45843 1.32295 -1.78800 0.0 0.0 0.0
H 6.68055 0.61123 0.30465 -0.1 0.0 -0.1
H 5.66034 -1.25630 1.61745 0.0 0.0 0.0
H 5.96046 -2.33967 0.25347 0.0 0.0 0.0
H 4.50648 -2.00448 -1.89706 0.0 0.0 0.0
H 2.32709 -0.37076 -2.38990 0.1 -0.1 0.0
H 3.99319 0.69667 1.27839 0.0 -0.1 0.0
H 9.14338 0.91664 0.31980 0.0 0.0 0.0
H 9.86344 -0.07181 1.60494 0.0 0.0 0.0
H 6.44625 3.90361 3.22656 0.0 0.0 0.0
H 7.23242 2.72488 1.02570 0.0 0.0 0.0
H 8.56263 -2.71533 -3.66622 0.0 0.0 0.0
C -0.26870 -2.21882 -2.09030 0.3 -0.1 0.2
C -0.16594 -1.44236 -0.80906 -0.5 0.4 -1.5
O 0.65305 -1.66400 0.10100 -0.2 -0.2 0.8
H 0.66120 -2.72686 -2.35915 0.0 0.0 0.0
H -0.60270 -1.56830 -2.89732 0.0 0.0 0.0
H -1.04420 -2.97173 -1.92029 0.0 0.0 -0.1
F -0.08724 -1.14959 2.87302 -0.1 -0.1 -0.1
C -1.04942 -2.09625 2.88603 0.0 -0.2 0.1
F -0.63326 -3.14611 2.19058 0.0 0.0 0.0
F -1.21407 -2.48435 4.14802 -0.1 0.2 0.1
S -2.63662 -1.39687 2.18587 -0.9 -1.0 1.5
O -2.46480 0.03806 2.38331 0.4 0.2 -0.1
O -3.68050 -2.00177 2.95205 0.0 0.0 0.0
O -2.60205 -1.78916 0.77364 -0.2 -0.4 -0.1
```
Positions in Å, forces in eV/Å.

For the HOMO energy (alpha / beta), the calculation gives -6.05 / -4.93 eV. As for the expectation value of S²: 0.83. As for the multiplicity: 2. The calculation puts the energy above the lowest of the compared OMol25 structures with the same formula, charge and spin at 2.592 eV.



DFT (ωB97M-V with the def2-TZVPD basis set) results for an isolated molecule of C4H6N2O.

XYZ file:
```
13
Properties=species:S:1:pos:R:3:forces:R:3
C -2.04839 -0.01498 -0.08913 -0.1 0.0 0.0
C -0.55671 0.01458 0.00990 0.1 0.0 0.1
C 0.42439 -0.24104 -0.92439 0.0 0.0 0.0
C 1.63070 -0.06884 -0.21112 -0.2 0.0 0.1
O 2.87172 -0.21521 -0.72126 0.1 0.0 0.2
N 1.43703 0.26465 1.04933 0.1 -0.1 -0.3
N 0.08879 0.30800 1.16217 -0.3 0.0 0.0
H -2.49992 0.84014 0.42549 0.1 -0.1 -0.1
H -2.46281 -0.93023 0.34843 0.1 0.1 -0.1
H -2.35526 0.02421 -1.13711 0.1 0.0 0.2
H 0.29740 -0.50923 -1.96324 0.0 0.0 0.2
H 3.48897 -0.02764 0.00076 0.0 0.0 -0.1
H -0.31590 0.55560 2.05016 0.0 0.0 -0.2
```
Positions in Å, forces in eV/Å.

For the HOMO energy, the calculation gives -8.74 eV. The SMILES is Cc1cc(O)n[nH]1. The calculation puts the energy above the lowest of the compared OMol25 structures with the same formula, charge and spin at 0.823 eV.



DFT (ωB97M-V with the def2-TZVPD basis set) results for a structure of composition C3H5NaO4 at a distorted geometry.

XYZ file:
```
13
Properties=species:S:1:pos:R:3:forces:R:3
O 1.01217 -1.96022 0.42864 -1.8 1.9 -0.6
C 0.13153 -1.19557 0.80050 3.0 -0.6 1.6
C -0.02132 1.00908 -1.19595 0.0 -0.5 -0.4
O -0.82342 -0.12656 -1.16937 -1.0 0.8 -0.4
O 0.15220 0.15138 0.99919 0.7 -0.4 0.2
C 0.88709 0.90544 0.02530 1.3 -0.7 -0.5
H -0.47388 2.02443 -1.19896 -0.7 -0.3 0.1
H 0.61796 1.01991 -2.10252 0.0 0.0 0.2
H 1.27701 1.83172 0.46413 -0.6 -0.2 0.2
H 1.77062 0.35050 -0.32602 -0.2 -0.2 0.6
O -0.78635 -1.65752 1.71734 -1.9 0.5 -0.7
H -1.20650 -2.45039 1.36495 0.5 -0.3 0.1
Na -2.53710 0.09781 0.19276 0.8 -0.1 -0.3
```
Positions in Å, forces in eV/Å.

For the HOMO energy, the calculation gives -7.94 eV. The calculation puts the energy above the lowest of the compared OMol25 structures with the same formula, charge and spin at 1.769 eV.



DFT (ωB97M-V with the def2-TZVPD basis set) results for an isolated molecule of C3H7N at a distorted geometry.

XYZ file:
```
11
Properties=species:S:1:pos:R:3:forces:R:3
C -0.07564 -1.33339 1.40537 3.1 1.5 0.9
C 0.50347 -0.56742 0.47337 -1.3 1.6 0.9
N -0.09003 -0.26561 -0.77952 -0.7 0.1 0.6
C 0.02316 1.19227 -1.14242 0.4 -1.7 1.1
H -0.97289 -1.76749 1.18378 -2.2 -1.6 -0.1
H 0.38754 -1.31861 2.41869 -0.7 -0.4 -1.0
H 1.22387 0.17636 0.86474 0.3 -0.8 -0.9
H -1.09660 -0.56067 -0.72162 1.4 0.4 -0.4
H -0.63835 1.79417 -0.48423 1.0 0.1 0.0
H -0.40844 1.27721 -2.11374 0.2 0.3 -1.0
H 1.14393 1.37320 -1.10442 -1.7 0.5 -0.1
```
Positions in Å, forces in eV/Å.

For the HOMO energy, the calculation gives -8.27 eV. The SMILES is C=CNC. The calculation puts the energy above the lowest of the compared OMol25 structures with the same formula, charge and spin at 1.115 eV.



In the order shown, the computed E values come out to -1894.59633 -362.82701 -1278.30386 -323.62108 -5072.68026 -340.76468 -580.55185 -173.20109 Eh.